(1)
DFT (ωB97M-V/def2-TZVPD) results for C5H9FO as an isolated structure at a distorted geometry.

Element x y z (Å)
C 0.619 1.634 -0.246
C 0.940 0.346 0.475
C 0.582 -1.297 -0.684
C -0.158 -0.746 0.495
C -1.615 -0.400 0.364
H 0.515 1.462 -1.285
H -0.291 2.090 0.153
H 1.461 2.310 -0.074
H 1.356 0.564 1.453
H 0.672 -2.378 -0.733
H 0.055 -0.902 -1.575
H 0.030 -1.336 1.370
H -2.042 0.172 1.221
H -2.107 -1.325 0.177
O 1.730 -0.547 -0.358
F -1.745 0.353 -0.753

Results
LUMO energy ... 1.009 eV
Max |F| ... 1.90 eV/Å
HOMO energy ... -9.7 eV
Energy relative to the best compared isomer or geometry (same formula, charge and spin) ... 134.9 kJ/mol


(2)
DFT (ωB97M-V/def2-TZVPD) results for C3H5N as an isolated structure at a distorted geometry.

Element x y z (Å)
C 1.169 0.822 -0.017
C -0.292 0.495 0.066
C 0.190 -0.891 0.141
N 1.550 -0.425 0.005
H 1.553 1.766 0.265
H -0.681 1.086 0.947
H -1.046 0.556 -0.715
H 0.094 -1.609 1.008
H -0.497 -1.648 -1.119

Results
LUMO energy ... 0.720 eV
Max |F| ... 4.49 eV/Å
HOMO energy ... -9.8 eV
Energy relative to the best compared isomer or geometry (same formula, charge and spin) ... 395.8 kJ/mol


(3)
DFT (ωB97M-V/def2-TZVPD) results for C33H30F6FeN5OS2Sb as an isolated structure at a distorted geometry.

Element x y z (Å)
Fe -0.187 0.262 0.163
C -1.768 -0.885 4.162
C -1.665 -0.656 2.683
N -0.702 0.079 2.210
N 0.193 0.601 3.108
C 1.319 0.979 2.640
S 1.798 0.915 0.964
S 2.576 1.559 3.701
C 1.608 1.928 5.219
C 0.877 3.232 5.078
C 1.579 4.435 5.110
C 0.922 5.640 4.928
C -0.450 5.658 4.714
C -1.158 4.467 4.684
C -0.496 3.259 4.857
C -2.654 -1.272 1.818
C -3.525 -2.252 2.316
C -4.488 -2.839 1.529
C -4.639 -2.423 0.206
C -3.788 -1.483 -0.321
C -2.748 -0.938 0.448
O -1.897 -0.130 -0.138
H -1.243 -0.100 4.695
H -1.290 -1.837 4.404
H -2.806 -0.916 4.479
H 2.351 1.957 6.015
H 0.933 1.091 5.364
H 2.651 4.418 5.268
H 1.479 6.568 4.957
H -0.963 6.601 4.567
H -2.231 4.479 4.532
H -1.045 2.327 4.819
H -3.419 -2.589 3.338
H -5.113 -3.623 1.932
H -5.409 -2.861 -0.415
H -3.853 -1.170 -1.355
N 0.049 2.547 -2.695
C -0.107 3.220 -1.499
C 0.096 4.610 -1.518
C -0.042 5.322 -0.350
C -0.386 4.645 0.817
C -0.590 3.288 0.735
N -0.453 2.578 -0.394
C -0.017 1.209 -3.048
C -0.036 0.922 -4.419
C -0.073 -0.390 -4.835
C -0.091 -1.398 -3.878
C -0.078 -1.030 -2.553
N -0.035 0.244 -2.133
H 0.203 3.153 -3.481
H 0.350 5.104 -2.447
H 0.108 6.393 -0.344
H -0.483 5.153 1.765
H -0.883 2.717 1.610
H -0.029 1.733 -5.136
H -0.093 -0.626 -5.890
H -0.115 -2.443 -4.148
H -0.106 -1.783 -1.781
F 0.408 -1.884 0.470
Sb 0.252 -3.837 0.283
F -1.291 -3.492 -0.773
F -0.821 -3.827 1.841
F 0.091 -5.699 0.075
F 1.821 -3.921 1.322
F 1.303 -3.668 -1.293
C 3.034 -0.399 -1.439
C 4.308 -0.390 -0.874
C 5.080 0.799 -0.820
C 6.344 0.799 -0.279
C 6.889 -0.377 0.235
C 6.140 -1.553 0.217
C 4.874 -1.568 -0.322
H 2.454 -1.311 -1.500
H 2.620 0.501 -1.874
H 4.649 1.713 -1.214
H 6.926 1.712 -0.246
H 7.888 -0.374 0.649
H 6.562 -2.458 0.636
H 4.284 -2.477 -0.328

Results
LUMO energy (spin up / spin down) ... -2.173 / -0.844 eV
Max |F| ... 1.68 eV/Å
HOMO energy (spin up / spin down) ... -6.9 / -8.2 eV
Energy relative to the best compared isomer or geometry (same formula, charge and spin) ... 188.5 kJ/mol
Spin multiplicity ... 5


(4)
DFT (ωB97M-V/def2-TZVPD) results for one molecule with the formula C25H30N4O2.

Element x y z (Å)
C -5.612 -0.635 0.027
H -4.979 0.078 0.550
H -6.651 -0.349 0.175
H -5.386 -0.579 -1.036
C -5.371 -2.054 0.547
C -3.942 -2.459 0.330
C -2.966 -2.147 1.268
C -1.638 -2.461 1.054
C -1.248 -3.081 -0.132
C -2.227 -3.433 -1.059
C -3.552 -3.122 -0.828
H -4.297 -3.394 -1.562
H -1.939 -3.945 -1.966
N 0.086 -3.390 -0.399
C 1.193 -2.647 -0.110
N 2.351 -3.227 -0.346
C 3.486 -2.554 -0.079
C 4.715 -3.212 -0.291
C 5.896 -2.586 -0.001
C 5.904 -1.283 0.515
C 4.727 -0.611 0.718
C 3.496 -1.217 0.410
C 2.231 -0.586 0.569
C 1.093 -1.304 0.336
H 0.129 -0.834 0.437
C 2.056 0.848 0.967
O 1.325 1.184 1.876
N 2.751 1.722 0.203
H 3.298 1.374 -0.569
C 2.535 3.146 0.286
C 2.069 3.743 -1.044
C 0.862 2.995 -1.623
N -0.131 2.710 -0.610
C -0.929 3.857 -0.221
C -1.789 3.467 0.983
O -2.625 2.373 0.687
C -1.842 1.270 0.293
C -1.011 1.608 -0.945
H -0.412 0.742 -1.234
H -1.689 1.862 -1.781
H -2.532 0.449 0.087
H -1.161 0.994 1.111
H -2.446 4.289 1.273
H -1.125 3.207 1.820
H -0.272 4.681 0.059
H -1.584 4.189 -1.048
H 1.201 2.035 -2.022
H 0.445 3.576 -2.467
H 2.880 3.705 -1.776
H 1.825 4.793 -0.878
H 1.767 3.284 1.049
H 3.457 3.646 0.608
H 4.733 0.384 1.139
H 6.845 -0.813 0.759
H 6.834 -3.098 -0.157
H 4.687 -4.222 -0.668
H 0.276 -4.231 -0.925
H -0.905 -2.245 1.815
H -3.250 -1.657 2.188
H -5.607 -2.090 1.612
H -6.035 -2.747 0.026

Results
SMILES string ... CCc1ccc(Nc2cc(C(=O)NCCCN3CCOCC3)c3ccccc3n2)cc1
LUMO energy ... 0.232 eV
Max |F| ... 0.68 eV/Å
HOMO energy ... -7.8 eV
Energy relative to the best compared isomer or geometry (same formula, charge and spin) ... 106.8 kJ/mol


(5)
DFT (ωB97M-V/def2-TZVPD) results for one molecule with the formula C6H10OSe at a distorted geometry.

Element x y z (Å)
C 1.058 -1.350 0.131
C -0.425 -1.446 0.412
C -1.068 -0.408 -0.420
C -0.679 1.032 0.068
C 0.777 1.105 -0.236
C 1.469 -0.021 0.571
O 1.839 -2.108 -0.401
Se 3.398 0.180 -0.060
H -0.872 -2.529 0.300
H -0.679 -1.064 1.494
H -0.947 -0.556 -1.484
H -2.171 -0.483 -0.169
H -1.326 1.756 -0.478
H -0.978 1.201 1.123
H 0.900 1.070 -1.293
H 1.238 2.159 -0.067
H 1.189 0.097 1.607
H 3.342 1.600 0.153

Results
SMILES string ... O=C1CCCC[C@@H]1[SeH]
LUMO energy ... 0.545 eV
Max |F| ... 3.93 eV/Å
HOMO energy ... -8.6 eV
Energy relative to the best compared isomer or geometry (same formula, charge and spin) ... 0.0 kJ/mol


(6)
DFT (ωB97M-V/def2-TZVPD) results for C36H39N2O7P2ReSe2Te as an isolated structure.

Element x y z (Å)
Re 0.644 0.596 0.652
O -3.842 4.515 4.278
C -2.458 4.715 4.445
C -1.710 3.710 3.616
C -0.329 3.765 3.526
C 0.337 2.871 2.712
N -0.308 1.923 2.028
C -1.647 1.837 2.135
C -2.378 2.717 2.908
C -2.259 0.762 1.327
C -3.587 0.401 1.432
C -4.094 -0.607 0.621
C -5.543 -1.014 0.715
O -6.115 -0.742 1.970
C -3.236 -1.211 -0.285
C -1.915 -0.819 -0.330
N -1.423 0.137 0.468
H -4.322 5.212 4.736
H -2.162 4.593 5.496
H -2.151 5.720 4.128
H 0.238 4.524 4.044
H 1.409 2.902 2.579
H -3.452 2.662 2.957
H -4.237 0.891 2.140
H -5.649 -2.066 0.430
H -6.112 -0.424 -0.010
H -5.742 -1.345 2.625
H -3.569 -1.993 -0.952
H -1.222 -1.262 -1.024
C 1.210 -2.220 3.890
C 1.578 -1.278 2.792
O 0.630 -0.747 2.165
C 2.952 -0.979 2.471
C 3.986 -1.830 2.913
C 5.296 -1.555 2.614
C 5.611 -0.390 1.900
C 4.630 0.479 1.487
C 3.290 0.181 1.749
O 2.361 1.060 1.353
H 0.148 -2.130 4.101
H 1.798 -2.031 4.787
H 1.409 -3.241 3.562
H 3.737 -2.722 3.468
H 6.078 -2.226 2.931
H 6.643 -0.168 1.670
H 4.858 1.382 0.941
Se 1.588 -0.735 -1.191
P 1.099 -2.948 -1.102
Se 0.413 -3.767 0.711
C -0.099 -3.203 -2.455
C -0.143 -2.370 -3.572
C -1.064 -2.601 -4.581
C -1.948 -3.666 -4.485
C -1.911 -4.498 -3.378
C -0.994 -4.269 -2.363
C 2.669 -3.645 -1.681
C 3.493 -4.302 -0.774
C 4.727 -4.785 -1.183
C 5.138 -4.612 -2.494
C 4.318 -3.957 -3.402
C 3.087 -3.471 -2.998
H 0.527 -1.522 -3.649
H -1.091 -1.949 -5.442
H -2.664 -3.847 -5.275
H -2.595 -5.331 -3.301
H -0.969 -4.909 -1.492
H 3.154 -4.444 0.244
H 5.362 -5.302 -0.479
H 6.098 -4.995 -2.814
H 4.636 -3.828 -4.426
H 2.454 -2.968 -3.716
C 1.259 2.450 -4.022
C 0.661 3.749 -3.537
O -0.340 3.501 -2.526
P 0.006 3.390 -0.985
O 0.559 1.936 -0.791
Te 1.324 5.124 -0.183
O -1.451 3.269 -0.353
C -2.418 4.332 -0.522
C -3.630 3.775 -1.228
H 2.035 2.665 -4.757
H 0.504 1.823 -4.492
H 1.710 1.895 -3.200
H 0.125 4.273 -4.329
H 1.415 4.424 -3.120
H -1.965 5.153 -1.080
H -2.653 4.694 0.482
H -3.339 3.324 -2.175
H -4.342 4.573 -1.428
H -4.126 3.019 -0.618

Results
LUMO energy (spin up / spin down) ... -3.959 / -3.805 eV
Max |F| ... 0.93 eV/Å
HOMO energy (spin up / spin down) ... -9.7 / -9.7 eV
Energy relative to the best compared isomer or geometry (same formula, charge and spin) ... 11.9 kJ/mol
Spin multiplicity ... 2
Net charge ... +1


(7)
DFT (ωB97M-V/def2-TZVPD) results for one molecule with the formula C5H10O at a distorted geometry.

Element x y z (Å)
C 0.981 0.984 1.138
O 0.438 1.831 0.184
C 0.918 -0.538 0.799
C -0.413 -1.076 0.281
C -0.697 -0.641 -1.134
C -1.714 0.112 -1.588
H 0.413 1.100 2.057
H 2.049 1.128 1.340
H 0.701 1.722 -0.733
H 1.731 -0.735 0.090
H 1.251 -0.958 1.754
H -1.174 -0.663 0.947
H -0.347 -2.170 0.294
H 0.062 -1.005 -1.833
H -1.445 0.893 -2.293
H -2.755 0.017 -1.303

Results
SMILES string ... C=CCCCO
LUMO energy ... 1.026 eV
Max |F| ... 2.12 eV/Å
HOMO energy ... -8.5 eV
Energy relative to the best compared isomer or geometry (same formula, charge and spin) ... 231.0 kJ/mol


(8)
DFT (ωB97M-V/def2-TZVPD) results for C14H17Cl2CoN as an isolated structure at a distorted geometry.

Element x y z (Å)
Co -1.117 -0.579 -0.230
Cl -1.082 -0.206 1.950
Cl -0.993 -3.261 -0.454
C -2.096 -1.975 -0.826
H -2.197 -1.770 -1.905
H -3.011 -1.947 -0.213
C -0.433 1.417 -1.213
C -1.705 1.008 -1.127
H 0.265 0.902 -1.920
C -2.831 1.458 -0.160
H -2.128 0.329 -1.911
C -2.665 2.958 -0.237
H -3.771 1.025 -0.553
H -2.711 1.039 0.871
C -1.235 3.352 0.184
H -2.840 3.195 -1.295
H -3.439 3.423 0.376
C -0.022 2.672 -0.520
H -1.150 4.421 -0.003
H -1.129 3.162 1.257
H 0.392 3.314 -1.320
H 0.765 2.449 0.221
N 0.945 -0.800 0.143
C 1.979 -1.251 0.488
C 3.084 -2.085 0.883
C 4.341 -1.595 1.296
C 5.377 -2.471 1.663
C 5.179 -3.861 1.604
C 3.927 -4.367 1.216
C 2.903 -3.480 0.857
H 4.504 -0.519 1.324
H 6.349 -2.076 1.995
H 5.994 -4.550 1.862
H 3.750 -5.450 1.194
H 1.938 -3.878 0.541

Results
LUMO energy (spin up / spin down) ... 2.830 / 2.751 eV
Max |F| ... 5.43 eV/Å
HOMO energy (spin up / spin down) ... -0.7 / -4.8 eV
Energy relative to the best compared isomer or geometry (same formula, charge and spin) ... 73.5 kJ/mol
Spin multiplicity ... 5
Net charge ... -1


- The lowest max |F| belongs to which entry?
  C25H30N4O2


- The lowest max |F| belongs to which entry?
  C25H30N4O2


- energy relative to the best compared isomer or geometry (same formula, charge and spin) of number 4 (C25H30N4O2)?
  106.8 kJ/mol